Formula: C11H10ClO2
Source: OMol25
Level of theory: ωB97M-V/def2-TZVPD

Properties
Charge ... -1
Kohn-Sham gap (alpha / beta) ... 7.328 / 7.519 eV
HOMO energy (alpha / beta) ... -4.22 / -4.33 eV
Energy relative to the best compared isomer or geometry (same formula, charge and spin) ... 172.8 kJ/mol
Largest force on an atom ... 0.07079 Eh/bohr

Each line ends with the Löwdin charge.
Element x y z (Å)
1 C 2.21936 -1.97773 1.07936  -0.14
2 C 2.93588 -1.16236 0.21663  -0.10
3 C 0.87234 -1.87592 1.24847  -0.06
4 C 2.23106 -0.17035 -0.46445  -0.06
5 C 0.13720 -0.89907 0.56486  -0.22
6 C 0.85263 -0.03059 -0.19606  -0.25
7 C -3.10940 0.71063 -0.81190  -0.76
8 C -1.34203 -0.75793 0.62794  -0.15
9 C -1.99122 -0.32307 -0.67606  0.06
10 C 0.15237 1.06419 -0.94787  -0.57
11 C -0.17074 2.37238 -0.11923  -0.12
12 O -3.10992 1.49206 0.17532  -0.09
13 O -3.77378 0.64087 -1.84422  -0.05
14 Cl 0.86009 1.63774 -2.45435  0.62
15 H 2.69952 -2.84845 1.54358  0.10
16 H 3.89865 -1.39232 -0.05502  0.06
17 H 0.27641 -2.44877 2.11244  0.15
18 H 2.71646 0.72560 -0.94670  0.10
19 H -1.84183 -1.68544 0.85815  0.11
20 H -1.43311 0.01786 1.43748  0.14
21 H -1.99435 -1.11012 -1.35758  0.08
22 H -0.01012 2.41650 0.94999  0.07
23 H -1.27558 2.35502 -0.31932  0.06
24 H 0.20011 3.24928 -0.62148  0.03